Entry 1:
Here is a molecular structure, C18H22FeN3O3 from the OMol25 dataset. Energies are from ωB97M-V with the def2-TZVPD basis set.

```
! RIJCOSX wB97M-V def2-TZVPD def2/J DEFGRID3
* xyz -1 5
O 2.69 -3.25 -3.24
C 2.70 -2.39 -2.46
Fe 2.33 -1.13 -1.30
C 1.77 -2.36 -0.11
O 1.30 -3.21 0.54
C 0.63 -0.96 -1.68
O -0.54 -0.88 -1.77
C 2.88 0.33 -2.50
C 2.27 1.68 -2.16
C 2.09 1.85 -0.64
C 1.97 0.51 0.05
C 3.17 -0.20 0.33
C 4.30 -0.15 -0.55
C 4.12 -0.08 -1.92
H 2.70 0.05 -3.55
H 2.89 2.50 -2.55
H 1.29 1.76 -2.66
H 2.97 2.38 -0.24
H 1.22 2.49 -0.42
H 1.11 0.38 0.72
H 3.30 -0.70 1.30
H 5.28 -0.45 -0.16
H 4.91 -0.42 -2.60
C -2.80 -3.30 -0.35
C -3.32 -2.04 -0.09
N -2.95 -1.73 1.20
C -3.24 -0.48 1.93
C -2.11 0.54 1.75
C -2.39 1.87 2.49
C -1.82 2.97 1.58
C -1.69 2.32 0.18
N -1.75 0.91 0.43
C -2.23 -2.80 1.70
N -2.14 -3.74 0.78
H -2.90 -3.88 -1.26
H -3.91 -1.37 -0.71
H -4.20 -0.07 1.56
H -3.33 -0.72 3.00
H -1.20 0.09 2.19
H -3.46 2.02 2.64
H -1.92 1.86 3.48
H -2.44 3.86 1.56
H -0.82 3.25 1.92
H -2.49 2.72 -0.48
H -0.73 2.54 -0.32
H -1.70 0.25 -0.34
H -1.84 -2.79 2.72
*
```

Results
- gap between HOMO and LUMO (alpha / beta) (eV) = 3.1 / 3.0


Entry 2:
Here is C18H22N2O2 in the gas phase from the OMol25 dataset. Energies are from ωB97M-V with the def2-TZVPD basis set.

```
! RIJCOSX wB97M-V def2-TZVPD def2/J DEFGRID3
* xyz 0 1
C 4.05 -3.37 0.27
C 4.70 -2.38 0.11
C 5.35 -1.05 0.02
C 4.36 0.12 -0.05
C 3.50 0.23 1.22
C 2.12 0.85 1.03
C 1.82 1.97 1.80
C 0.58 2.62 1.74
C -0.34 2.09 0.88
C -0.06 0.96 0.09
C 1.17 0.31 0.14
C 1.41 -0.90 -0.73
C 1.46 -0.53 -2.24
C -1.33 0.65 -0.67
O -1.48 0.11 -1.73
N -2.33 1.27 0.10
N -3.68 1.25 -0.33
C -4.23 -0.11 -0.08
C -5.76 -0.11 -0.08
C -6.24 -1.57 -0.14
C -1.77 2.48 0.60
O -2.32 3.53 0.67
H 3.47 -4.25 0.44
H 6.04 -1.04 -0.82
H 5.94 -0.94 0.93
H 3.76 0.13 -0.96
H 4.98 1.02 -0.09
H 3.36 -0.74 1.70
H 4.04 0.86 1.93
H 2.56 2.37 2.49
H 0.34 3.48 2.35
H 0.55 -1.56 -0.59
H 2.29 -1.45 -0.44
H 0.80 -1.17 -2.83
H 1.15 0.50 -2.42
H 2.47 -0.63 -2.62
H -3.66 1.36 -1.34
H -3.90 -0.38 0.93
H -3.82 -0.86 -0.76
H -6.18 0.43 -0.92
H -6.09 0.29 0.88
H -7.33 -1.61 -0.14
H -5.89 -2.06 -1.05
H -5.86 -2.14 0.71
*
```

Results
- gap between HOMO and LUMO (eV) = 9.6
- SMILES string = C#CCCCc1ccc2c(c1CC)C(=O)N(NCCC)C2=O


Entry 3:
Here is C18H22N2O3S2 in the gas phase from the OMol25 dataset. Energies are from ωB97M-V with the def2-TZVPD basis set.

```
! RIJCOSX wB97M-V def2-TZVPD def2/J DEFGRID3
* xyz 0 1
C 2.87 4.00 0.52
S 2.57 2.28 1.01
O 1.50 2.29 1.96
O 3.80 1.68 1.42
N 1.99 1.54 -0.36
C 0.57 1.62 -0.58
C -0.18 0.34 -0.17
O -0.80 -0.33 -0.96
N -0.05 0.06 1.14
C -0.77 -1.00 1.79
C -1.68 -0.43 2.88
S -2.92 0.73 2.22
C -4.33 -0.40 1.91
C -3.99 -1.46 0.91
C -3.77 -1.12 -0.42
C -3.42 -2.09 -1.34
C -3.30 -3.41 -0.94
C -3.52 -3.76 0.38
C -3.87 -2.79 1.30
C 2.82 0.95 -1.32
C 2.31 0.03 -2.23
C 3.13 -0.53 -3.20
C 4.46 -0.19 -3.28
C 4.98 0.72 -2.37
C 4.17 1.30 -1.41
H 1.91 4.44 0.29
H 3.34 4.50 1.35
H 3.52 4.01 -0.35
H 0.18 2.44 0.02
H 0.36 1.82 -1.64
H 0.45 0.73 1.72
H -1.35 -1.52 1.03
H -0.06 -1.70 2.25
H -1.09 0.14 3.60
H -2.21 -1.23 3.40
H -5.12 0.26 1.54
H -4.63 -0.82 2.87
H -3.85 -0.09 -0.73
H -3.24 -1.81 -2.37
H -3.02 -4.17 -1.66
H -3.43 -4.79 0.70
H -4.04 -3.06 2.33
H 1.27 -0.27 -2.18
H 2.71 -1.25 -3.89
H 5.10 -0.63 -4.03
H 6.02 1.00 -2.42
H 4.60 1.99 -0.70
*
```

Results
- gap between HOMO and LUMO (eV) = 9.0
- SMILES string = CS(=O)(=O)N(CC(=O)NCCSCc1ccccc1)c1ccccc1


Entry 4:
Here is C18H22N2O4S in the gas phase from the OMol25 dataset. Energies are from ωB97M-V with the def2-TZVPD basis set.

```
! RIJCOSX wB97M-V def2-TZVPD def2/J DEFGRID3
* xyz 0 1
C 1.26 -6.93 -1.25
O 0.86 -5.73 -1.85
C 1.05 -4.61 -1.02
C 0.58 -3.36 -1.76
C -0.93 -3.33 -2.01
C -1.18 -1.85 -2.28
N -0.19 -1.16 -1.47
C -0.31 0.14 -1.22
O -1.23 0.82 -1.66
C 0.71 0.78 -0.36
C 0.97 2.17 -0.34
C 1.86 2.33 0.69
C 2.38 3.57 1.34
O 1.32 4.47 1.59
C 0.21 3.90 2.18
C 0.27 3.21 3.38
C -0.87 2.65 3.92
C -2.08 2.77 3.27
C -2.16 3.47 2.07
C -1.02 4.03 1.52
S -1.00 4.92 0.00
C -2.35 4.12 -0.93
O 2.12 1.13 1.23
N 1.41 0.18 0.58
C 0.83 -2.07 -0.99
H 0.68 -7.13 -0.33
H 2.32 -6.92 -0.99
H 1.07 -7.72 -1.97
H 2.12 -4.51 -0.75
H 0.48 -4.73 -0.08
H 1.10 -3.33 -2.72
H -1.23 -3.97 -2.83
H -1.45 -3.64 -1.11
H -2.18 -1.52 -2.00
H -1.03 -1.61 -3.34
H 0.55 2.92 -0.98
H 2.91 3.29 2.26
H 3.07 4.10 0.68
H 1.22 3.10 3.89
H -0.81 2.11 4.86
H -2.97 2.33 3.68
H -3.11 3.56 1.57
H -2.28 4.51 -1.94
H -2.20 3.04 -0.95
H -3.32 4.38 -0.51
H 1.83 -1.66 -1.15
H 0.71 -2.23 0.09
*
```

Results
- gap between HOMO and LUMO (eV) = 8.8
- SMILES string = COC[C@H]1CCN(C(=O)c2cc(COc3ccccc3SC)on2)C1


Entry 5:
Here is C18H22N2OS in the gas phase from the OMol25 dataset. Energies are from ωB97M-V with the def2-TZVPD basis set.

```
! RIJCOSX wB97M-V def2-TZVPD def2/J DEFGRID3
* xyz 0 1
C -3.90 -2.43 0.17
C -5.21 -1.65 0.32
C -5.04 -0.39 1.17
C -4.74 0.88 0.37
N -3.55 0.79 -0.45
C -3.69 0.60 -1.87
C -2.33 0.94 0.13
S -2.18 1.34 1.73
N -1.26 0.72 -0.69
C 0.10 0.94 -0.41
C 1.03 0.10 -1.02
C 2.38 0.28 -0.83
C 2.83 1.31 0.00
O 4.16 1.59 0.18
C 5.07 0.57 0.27
C 6.36 0.85 -0.16
C 7.35 -0.12 -0.04
C 7.05 -1.36 0.49
C 5.76 -1.63 0.92
C 4.77 -0.67 0.82
C 1.90 2.17 0.58
C 0.55 1.99 0.38
H -3.57 -2.80 1.14
H -3.11 -1.81 -0.24
H -4.04 -3.29 -0.49
H -5.94 -2.31 0.79
H -5.60 -1.39 -0.66
H -5.96 -0.20 1.73
H -4.25 -0.54 1.90
H -4.61 1.71 1.07
H -5.59 1.11 -0.29
H -3.04 1.28 -2.42
H -3.47 -0.43 -2.18
H -4.72 0.81 -2.16
H -1.41 0.12 -1.48
H 0.69 -0.70 -1.66
H 3.09 -0.37 -1.31
H 6.58 1.82 -0.57
H 8.35 0.10 -0.38
H 7.82 -2.11 0.57
H 5.53 -2.59 1.36
H 3.77 -0.88 1.17
H 2.26 2.98 1.20
H -0.15 2.66 0.84
*
```

Results
- gap between HOMO and LUMO (eV) = 8.4
- SMILES string = CCCCN(C)C(=S)Nc1ccc(Oc2ccccc2)cc1


Calculated M, 384.237, 298.386, 378.519, 362.451, 314.454 g mol⁻¹ (same order as the records).
Calculated total energy, -2352.506632, -959.016757, -1830.723770, -1507.703687, -1282.037373 Ha (same order as the records).